Record 1
Computed, not measured: a single C4H9N5 molecule, with ωB97M-V with the def2-TZVPD basis set.

Each line ends with the Mulliken charge.
Cartesian coordinates (Å):
H  2.30500  -2.21101  -0.89583  0.245
N  1.53473  -1.56903  -1.08374  -0.795
C  1.28626  -0.82657  -0.04321  0.151
C  1.15969  0.82452  0.00487  0.434
N  2.13686  1.55930  0.37795  -0.786
H  1.81046  2.39549  0.87286  0.216
C  -0.26779  0.92416  0.07850  -0.351
N  -1.00596  2.04290  -0.16505  -0.414
C  -0.72448  -0.43108  0.06632  0.428
N  -1.38063  -0.86671  -1.10770  -0.639
N  -1.21775  -1.04185  1.22489  -0.429
H  1.71690  -1.07259  0.94058  0.332
H  -0.58725  2.93829  0.04704  0.241
H  -2.01010  1.94019  -0.11798  0.241
H  -1.33373  -0.15799  -1.83303  0.309
H  -0.89612  -1.70625  -1.43737  0.309
H  -0.60244  -0.99800  2.02698  0.243
H  -1.92367  -1.74375  1.04392  0.265

## Properties
- calculated total energy (eV) = -11739.9361
- HOMO (spin up / spin down) (eV) = -7.168 / -6.934
- energy relative to the best compared isomer or geometry (same formula, charge and spin) (kcal per mole) = 108.3
- SMILES = [H]/N=C/C(=N/[H])C(N)=C(N)N

***

Record 2
Computed, not measured: a single C4H9N5 molecule, with ωB97M-V with the def2-TZVPD basis set.

Each line ends with the Mulliken charge.
Cartesian coordinates (Å):
H  0.54513  -1.30642  -3.06543  0.189
N  0.32193  -0.41805  -2.79983  -0.748
C  0.66064  -0.17600  -1.58661  0.411
C  0.44847  1.07589  -0.95155  -0.611
C  0.70971  0.51738  0.41359  0.218
C  -0.57815  -0.03193  0.92168  -0.392
N  -1.09102  0.30401  2.11642  -0.228
N  -2.46821  0.25601  2.20847  -0.580
N  1.82396  -0.33300  0.09561  -0.317
N  1.43334  -1.08231  -0.88277  -0.357
H  -0.70679  1.32285  -0.81837  0.298
H  1.07269  1.88241  -1.11765  0.343
H  0.87362  1.11267  1.24075  0.399
H  -1.36383  -0.25767  -0.09326  0.195
H  -3.22819  -0.66246  1.76809  0.272
H  -2.75679  0.26120  3.15413  0.252
H  2.27252  -0.91368  0.99899  0.333
H  2.03096  -1.55091  -1.60226  0.322

## Properties
- calculated total energy (eV) = -11737.5844
- HOMO (eV) = -7.726
- energy relative to the best compared isomer or geometry (same formula, charge and spin) (kcal per mole) = 162.5
- SMILES = [H]/N=C1/C[C@@H](/C=N/N)NN1

***

Record 3
Computed, not measured: a gas-phase ion, C4H9NO (charge -1), with ωB97M-V with the def2-TZVPD basis set.

Each line ends with the Löwdin spin population.
Cartesian coordinates (Å):
C  -1.31155  -0.48366  -1.59331  0.012
N  -0.54330  0.66445  -1.11378  0.016
C  0.37551  1.61264  0.92254  0.050
C  0.38871  0.36524  0.00293  0.052
C  0.10692  -0.85506  0.92869  0.442
O  1.08057  -1.66475  1.18357  0.342
H  -1.55482  -0.34175  -2.64895  0.002
H  -0.79657  -1.43635  -1.45311  0.003
H  -2.27897  -0.47762  -1.07533  0.000
H  0.03656  1.01835  -1.86266  0.003
H  -0.65553  1.69723  1.26653  0.010
H  0.96688  1.53924  1.82201  0.007
H  0.67427  2.52563  0.37708  0.010
H  1.42687  0.25649  -0.34809  0.006
H  -0.94868  -1.16721  0.85838  0.045

## Properties
- multiplicity = 2
- charge = -1
- calculated total energy (eV) = -7829.5455
- HOMO (spin up / spin down) (eV) = 0.136 / -2.914
- energy relative to the best compared isomer or geometry (same formula, charge and spin) (kcal per mole) = 9.2

***

Record 4
Computed, not measured: a gas-phase ion, C4H9NO (charge -1), with ωB97M-V with the def2-TZVPD basis set.

Each line ends with the Löwdin spin population.
Cartesian coordinates (Å):
C  0.30186  0.17154  -2.09390  0.031
N  -0.78425  0.44005  -1.12372  0.011
C  -0.19592  -1.53824  0.44896  0.081
C  -0.57884  -0.01550  0.22028  0.085
C  0.54603  0.70588  0.87993  0.345
O  0.68775  0.62680  2.09612  0.285
H  1.19307  -0.24870  -1.59172  0.014
H  0.06721  -0.63582  -2.85784  0.011
H  0.66480  1.05840  -2.42590  0.003
H  -1.63581  0.00257  -1.45924  0.007
H  0.00629  -1.53801  1.57826  0.006
H  -1.07348  -2.15307  0.17915  0.027
H  0.56163  -1.89775  -0.18004  0.012
H  -1.55969  0.17221  0.76726  0.035
H  1.32500  1.20332  0.35554  0.047

## Properties
- multiplicity = 2
- charge = -1
- calculated total energy (eV) = -7828.9461
- HOMO (spin up / spin down) (eV) = 1.017 / -3.182
- energy relative to the best compared isomer or geometry (same formula, charge and spin) (kcal per mole) = 23.0

***

Record 5
Computed, not measured: a molecular structure, C4H9NO, with ωB97M-V with the def2-TZVPD basis set.

Each line ends with the Mulliken charge.
Cartesian coordinates (Å):
C  0.97655  0.39372  0.63872  -0.424
C  -0.93091  -0.72642  -0.57326  -0.222
C  -1.92956  0.34009  -0.28236  -1.269
C  0.28641  -0.97181  0.21590  0.562
N  1.99899  0.70354  -0.35685  -0.643
O  1.06251  -1.96330  0.12236  -0.638
H  2.61075  -0.10877  -0.43453  0.252
H  2.57958  1.46953  -0.02650  0.235
H  1.37824  0.20853  1.63974  0.295
H  0.29951  1.24572  0.70833  0.374
H  -0.80331  -0.93273  -1.63773  0.315
H  -0.95284  -1.51302  0.64452  0.126
H  -2.92327  0.04055  -0.63180  0.349
H  -1.99824  0.55340  0.78624  0.356
H  -1.65442  1.26098  -0.81277  0.333

## Properties
- calculated total energy (eV) = -7827.9017
- HOMO (eV) = -8.841
- energy relative to the best compared isomer or geometry (same formula, charge and spin) (kcal per mole) = 101.9

***

Record 6
Computed, not measured: a single C4H9NO molecule, with ωB97M-V with the def2-TZVPD basis set.

Each line ends with the Mulliken charge.
Cartesian coordinates (Å):
C  -1.36402  -1.16738  -1.39457  -1.223
C  -0.66034  0.13319  -0.94251  -0.279
C  0.15073  -0.09500  0.32874  -0.666
C  0.88606  1.12348  0.85719  0.428
N  1.79441  0.82993  1.83817  -0.374
O  0.68834  2.24047  0.44090  -0.604
H  -1.64763  -1.11868  -2.43092  0.349
H  -0.69047  -2.00112  -1.20929  0.329
H  -2.17705  -1.35989  -0.68871  0.317
H  -1.40551  0.91261  -0.83001  0.311
H  0.06633  0.40181  -1.70304  0.289
H  0.87130  -0.88599  0.10539  0.328
H  -0.50126  -0.50044  1.10322  0.336
H  1.75439  -0.10441  2.20174  0.209
H  2.23471  1.59143  2.32371  0.250

## Properties
- calculated total energy (eV) = -7832.1083
- HOMO (eV) = -9.799
- energy relative to the best compared isomer or geometry (same formula, charge and spin) (kcal per mole) = 4.9
- SMILES = CCCC(N)=O

***

Record 7
Computed, not measured: a single C4H9NO molecule, with ωB97M-V with the def2-TZVPD basis set.

Each line ends with the Mulliken charge.
Cartesian coordinates (Å):
C  -0.46386  -1.65019  0.40165  -1.325
C  -0.46227  -0.10799  -0.08088  0.348
C  -1.30441  1.39376  0.40362  -1.046
C  0.89785  0.52837  -0.04767  0.354
N  2.05798  -0.15876  0.17714  -0.404
O  0.96059  1.74624  -0.08781  -0.621
H  0.06992  -1.84495  1.34147  0.369
H  0.03018  -2.33484  -0.33420  0.320
H  -1.46622  -2.07993  0.50518  0.344
H  -0.84762  -0.16026  -1.09874  0.194
H  -1.07158  2.37658  -0.09580  0.281
H  -2.33359  1.19681  0.16349  0.390
H  -1.13599  1.62190  1.46207  0.315
H  2.23045  -1.08482  -0.17400  0.216
H  2.84024  0.48202  0.21146  0.266

## Properties
- calculated total energy (eV) = -7830.2178
- HOMO (eV) = -9.338
- energy relative to the best compared isomer or geometry (same formula, charge and spin) (kcal per mole) = 48.5
- SMILES = CC(C)C(N)=O

***

Record 8
Computed, not measured: a single C4H9NO molecule, with ωB97M-V with the def2-TZVPD basis set.

Each line ends with the Mulliken charge.
Cartesian coordinates (Å):
C  0.65332  -0.25185  1.68906  -1.110
C  1.06359  0.13900  0.27141  -0.390
C  0.01393  0.98701  -0.45043  -0.619
N  -1.17442  0.21696  -0.80521  -0.107
C  -1.15220  -0.94437  -1.50748  -0.018
O  -0.16069  -1.49646  -1.94575  -0.560
H  1.29769  -1.04726  2.07665  0.325
H  0.72120  0.59982  2.37654  0.311
H  -0.37795  -0.62317  1.71153  0.287
H  1.23530  -0.75189  -0.33631  0.337
H  2.00744  0.69696  0.28813  0.330
H  0.44758  1.44491  -1.34839  0.252
H  -0.32659  1.80169  0.20007  0.388
H  -2.08101  0.59746  -0.58556  0.230
H  -2.16719  -1.36880  -1.63423  0.343

## Properties
- calculated total energy (eV) = -7831.7909
- HOMO (eV) = -9.821
- energy relative to the best compared isomer or geometry (same formula, charge and spin) (kcal per mole) = 12.2
- SMILES = CCCNC=O